1.
18
Properties=species:S:1:pos:R:3 method="wB97M-V/def2-TZVPD" gap_ev=8.65 total_charge=0 lumo_energy_ev=1.04 spin_multiplicity=1 relative_energy_kcal_mol=135.8 max_force_ev_per_a=0.306
C 2.86 0.39 0.00
O 1.67 0.91 -0.55
C 0.65 -0.02 -0.54
C -0.13 -0.43 0.73
N -1.25 -0.43 -0.06
C -2.62 -0.71 0.27
C -0.73 0.38 -1.02
H 3.61 1.19 -0.05
H 3.23 -0.48 -0.56
H 2.72 0.10 1.06
H 0.94 -0.95 -1.05
H 0.04 -1.19 1.50
H -0.33 1.34 0.96
H -3.05 0.15 0.81
H -2.67 -1.60 0.91
H -3.19 -0.88 -0.64
H -0.58 1.70 0.23
H -1.16 0.55 -2.00

2.
18
Properties=species:S:1:pos:R:3 method="wB97M-V/def2-TZVPD" smiles="C=C/C(N)=C/C.O" gap_ev=8.30 total_charge=0 lumo_energy_ev=0.73 spin_multiplicity=1 relative_energy_kcal_mol=69.0 max_force_ev_per_a=3.010
C 2.30 0.26 0.82
C 1.07 0.19 1.37
C -0.05 0.82 0.62
N -0.36 2.18 0.82
C -0.84 0.03 -0.16
C -2.30 0.13 -0.51
H 2.48 0.42 -0.25
H 3.12 -0.19 1.46
H 0.93 -0.10 2.41
H -1.22 2.34 0.33
H 0.42 2.80 0.54
H -0.42 -0.89 -0.62
H -2.55 -0.81 -1.00
H -2.54 0.81 -1.36
H -3.00 0.17 0.34
O 0.37 -2.78 -2.01
H 0.23 -3.32 -2.80
H 1.28 -2.98 -1.77

3.
18
Properties=species:S:1:pos:R:3 method="wB97M-V/def2-TZVPD" smiles="C=NC(=C)CC.O" gap_ev=8.60 total_charge=0 lumo_energy_ev=0.21 spin_multiplicity=1 relative_energy_kcal_mol=105.0 max_force_ev_per_a=6.186
C 1.24 1.92 1.25
N 0.41 0.90 1.02
C 0.99 -0.29 0.44
C 0.91 -1.39 1.27
C 1.15 -0.48 -1.01
C -0.20 -0.36 -1.78
H 0.88 2.99 1.15
H 2.01 1.66 1.94
H 0.71 -2.39 0.85
H 0.87 -1.31 2.39
H 1.47 -1.48 -1.15
H 1.93 0.24 -1.41
H -0.18 -0.47 -2.86
H -0.69 0.58 -1.44
H -1.00 -1.10 -1.66
O -3.41 0.34 0.76
H -4.14 0.77 0.13
H -2.95 -0.14 0.11

4.
18
Properties=species:S:1:pos:R:3 method="wB97M-V/def2-TZVPD" gap_ev=9.08 total_charge=0 lumo_energy_ev=0.99 spin_multiplicity=1 relative_energy_kcal_mol=43.1 max_force_ev_per_a=1.431
N 0.48 0.55 -2.98
C -0.58 0.09 -2.22
C -0.70 0.10 -0.90
C 0.50 0.30 0.00
C 0.08 0.61 1.48
C 0.17 -0.62 2.35
O -0.77 -1.63 2.01
H 1.17 1.13 -2.55
H 0.67 0.09 -3.85
H -1.35 -0.39 -2.82
H -1.59 -0.38 -0.51
H 1.10 1.12 -0.39
H 1.11 -0.60 0.09
H 0.71 1.41 1.86
H -0.96 0.95 1.42
H 0.06 -0.36 3.41
H 1.18 -1.05 2.34
H -1.28 -1.33 1.26

5.
18
Properties=species:S:1:pos:R:3 method="wB97M-V/def2-TZVPD" smiles="CN[C@H](C)CC=O" gap_ev=10.21 total_charge=0 lumo_energy_ev=0.96 spin_multiplicity=1 relative_energy_kcal_mol=79.0 max_force_ev_per_a=4.327
C 0.66 1.75 -0.79
N 1.27 0.50 -0.36
C 0.26 -0.23 0.64
C 0.99 -1.45 1.29
C -0.88 -0.81 -0.39
C -2.14 0.14 -0.64
O -2.42 1.30 -0.82
H 1.48 2.22 -1.25
H 0.19 2.40 0.10
H -0.29 1.55 -1.46
H 2.06 0.73 0.19
H -0.31 0.51 1.23
H 1.58 -1.10 2.14
H 0.30 -2.23 1.66
H 1.93 -1.75 0.65
H -0.41 -1.04 -1.35
H -1.22 -1.94 -0.10
H -3.05 -0.57 -0.73

6.
18
Properties=species:S:1:pos:R:3 method="wB97M-V/def2-TZVPD" smiles="C=NCC.CC=O" gap_ev=10.41 total_charge=0 lumo_energy_ev=0.95 spin_multiplicity=1 relative_energy_kcal_mol=52.5 max_force_ev_per_a=0.588
C -1.40 -0.16 1.13
N -0.48 0.55 0.65
C 0.89 0.46 1.15
C 1.49 -0.93 1.41
H -1.27 -0.88 1.95
H -2.41 -0.09 0.70
H 1.52 0.96 0.40
H 0.92 1.07 2.06
H 2.52 -0.79 1.75
H 1.53 -1.51 0.48
H 0.97 -1.50 2.18
C -0.89 0.93 -2.25
C -0.26 -0.26 -1.59
O 0.93 -0.47 -1.59
H -0.10 1.47 -2.79
H -1.36 1.60 -1.52
H -1.64 0.57 -2.95
H -0.98 -1.01 -1.17

7.
18
Properties=species:S:1:pos:R:3 method="wB97M-V/def2-TZVPD" gap_ev="7.35 / 7.35" total_charge=0 lumo_energy_ev="0.91 / 0.91" spin_multiplicity=1 relative_energy_kcal_mol=111.2 max_force_ev_per_a=0.344
C 1.89 0.54 -1.18
C 0.18 1.66 0.16
N -0.50 0.48 0.38
C -0.95 0.10 1.71
C -0.45 -0.41 -0.61
O 0.22 -0.04 -1.65
C -0.92 -1.83 -0.44
H 2.16 1.56 -1.43
H 2.21 -0.16 -1.95
H 2.27 0.24 -0.20
H -0.04 2.15 -0.78
H 0.25 2.30 1.04
H -0.93 0.98 2.35
H -1.97 -0.28 1.68
H -0.30 -0.67 2.14
H -0.93 -2.32 -1.42
H -1.94 -1.89 -0.02
H -0.26 -2.41 0.22

8.
18
Properties=species:S:1:pos:R:3 method="wB97M-V/def2-TZVPD" smiles="CN[C@H](C)CC=O" gap_ev=9.79 total_charge=0 lumo_energy_ev=0.99 spin_multiplicity=1 relative_energy_kcal_mol=47.5 max_force_ev_per_a=2.645
C 2.25 0.90 1.20
N 1.42 1.01 -0.05
C 0.38 -0.04 -0.08
C 0.57 -1.26 -1.04
C -0.96 0.67 -0.44
C -2.13 -0.27 -0.23
O -2.24 -1.03 0.69
H 1.65 1.19 2.05
H 3.08 1.59 1.08
H 2.72 -0.08 1.21
H 2.11 1.05 -0.79
H 0.42 -0.42 0.93
H 0.29 -0.92 -2.04
H 1.63 -1.42 -1.21
H 0.03 -2.09 -0.59
H -1.01 1.58 0.15
H -0.88 0.82 -1.52
H -2.97 0.02 -0.89